*1*
Formula: C4H9NO4
Source: OMol25
Level of theory: ωB97M-V with the def2-TZVPD basis set

For the gap between HOMO and LUMO, the calculation gives 10.20 eV. The structure (SMILES) is CC(=O)N(C)O.O=CO. The spin multiplicity is 1.

Geometry (Å):
C  1.33782  1.25697  1.06624
N  0.30878  1.08289  0.07278
C  -0.45436  -1.62264  1.06869
O  -0.88839  1.72695  0.34621
O  -1.26353  -0.86620  1.52063
H  -1.42520  1.12932  0.90513
H  0.55814  -1.73124  1.50322
H  1.57862  2.31665  1.15363
H  1.00119  0.88351  2.03689
H  2.21210  0.70291  0.73341
C  -0.80863  0.17574  -1.85968
C  0.38134  0.18769  -0.93715
O  -0.69186  -2.39897  0.02582
O  1.35131  -0.54291  -1.06230
H  0.10627  -2.80588  -0.33900
H  -0.56124  -0.39256  -2.75121
H  -1.65449  -0.29436  -1.36009
H  -1.08787  1.19211  -2.12321


*2*
Formula: C4H9NO4
Source: OMol25
Level of theory: ωB97M-V with the def2-TZVPD basis set

For the gap between HOMO and LUMO, the calculation gives 10.60 eV. The structure (SMILES) is NOC(O)(O)CO.C#C. The spin multiplicity is 1.

Geometry (Å):
C  -0.10462  1.42059  1.47862
C  -0.19917  0.43743  0.29620
O  0.11782  1.10325  -0.87728
O  -1.23394  2.23353  1.56630
O  -1.45160  -0.12023  0.28131
H  -0.10364  0.54099  -1.63306
H  -2.00928  1.67475  1.42331
H  0.75360  2.08099  1.33905
H  0.02861  0.81693  2.39013
N  2.07808  -0.35457  0.40749
C  0.09481  -2.24363  -1.67225
C  -0.98002  -2.00776  -2.16432
O  0.70230  -0.67735  0.45651
H  2.19452  0.35130  -0.32173
H  2.33381  0.06385  1.30315
H  1.01837  -2.53518  -1.25688
H  -1.82346  -1.83558  -2.76930
H  -1.41618  -0.94932  -0.24726


*3*
Formula: C4H9NO4
Source: OMol25
Level of theory: ωB97M-V with the def2-TZVPD basis set

For the gap between HOMO and LUMO, the calculation gives 7.82 eV. The spin multiplicity is 1.

Geometry (Å):
C  0.78068  1.12939  -1.36366
C  -1.97029  0.10619  0.02570
O  0.42643  1.26932  -0.02861
O  -2.33757  0.23774  -1.24827
O  -2.40210  0.74460  0.95188
H  -2.94316  1.00045  -1.27647
H  0.56772  0.14357  -1.80211
H  0.37517  1.96091  -1.95550
H  1.88340  1.16650  -1.45263
C  1.78686  -0.69081  1.11939
N  0.43373  -0.21213  1.01772
C  -0.99621  -1.16458  0.26776
O  -0.72158  -1.90797  -0.69286
H  0.08433  0.31631  1.81369
H  -1.37907  -1.61980  1.20798
H  1.76735  -1.73808  1.43523
H  2.35027  -0.08904  1.83437
H  2.29403  -0.65258  0.14640


*4*
Formula: C4H9NO4
Source: OMol25
Level of theory: ωB97M-V with the def2-TZVPD basis set

For the gap between HOMO and LUMO, the calculation gives 10.65 eV. The structure (SMILES) is CCOCCOON=O. The spin multiplicity is 1.

Geometry (Å):
C  1.29752  -1.45729  -2.41270
C  0.41527  -0.28453  -2.05400
O  0.50191  -0.02341  -0.66201
C  -0.33547  1.02761  -0.21504
C  -0.32548  1.06738  1.30417
O  -0.98133  -0.03946  1.83894
O  -0.58978  -0.21805  3.25054
N  -1.69425  -0.25820  3.98203
O  -1.51514  -0.45930  5.14427
H  1.28163  -1.67955  -3.48115
H  2.32725  -1.25520  -2.11384
H  0.97759  -2.34586  -1.86573
H  0.71449  0.62611  -2.58601
H  -0.63458  -0.48262  -2.30132
H  0.02442  1.96780  -0.65407
H  -1.35507  0.83431  -0.56554
H  0.70333  1.02281  1.67650
H  -0.81231  1.95746  1.71496


Least stable structure: *4*